one) This record from the Open Molecules 2025 dataset describes a structure of composition C6H8N2. The level of theory is wB97M-V/def2-TZVPD.

Structure (XYZ):
```
16
Properties=species:S:1:pos:R:3:lowdin_charge:R:1
C -0.2680 2.1518 1.3471 -0.112
C 0.3744 -0.2104 1.1160 -0.059
C 0.3911 -1.1285 0.0219 -0.200
C 0.3356 -2.2998 -0.7295 -0.090
C -0.1723 -0.4367 -1.1252 -0.353
C -0.7977 0.7024 -0.5744 -0.078
H -0.9230 1.8017 2.6523 0.174
H -0.9434 2.9641 0.2935 0.175
H 1.2690 2.4544 1.5680 0.181
H 0.8526 -0.2563 2.1779 0.134
H -0.3493 -3.0852 -0.4042 0.112
H 1.4521 -2.6213 -1.0773 0.151
H 0.5058 -1.2453 -2.9124 0.186
H -1.1207 1.7482 -0.9738 0.108
N -0.3307 0.8920 0.6517 -0.356
N -0.2755 -1.4311 -2.0316 0.026
```

Charge ... 0

***

two) This record from the Open Molecules 2025 dataset describes the molecule C6H8N2. The level of theory is wB97M-V/def2-TZVPD.

Structure (XYZ):
```
16
Properties=species:S:1:pos:R:3:lowdin_charge:R:1
H -2.8562 1.7155 -1.4145 0.040
N -2.1707 0.9494 -1.4398 0.081
C -1.5821 0.8690 -0.3064 -0.253
N -0.7111 -0.2007 -0.0928 -0.121
C -0.0016 -0.8963 -1.1312 -0.158
C 0.8018 -1.5064 0.0300 -0.102
C 0.2608 -0.3544 0.9160 -0.336
C 1.2139 0.7243 1.1244 -0.085
C 1.8944 1.6553 1.4162 0.125
H -1.8398 1.3667 0.6686 0.141
H -0.5735 -1.4656 -1.8997 0.125
H 0.6426 -0.2523 -1.6972 0.105
H 0.3344 -2.5186 0.3187 0.135
H 1.9321 -1.5166 -0.1231 0.128
H -0.0446 -0.8165 1.8619 0.147
H 2.6995 2.2473 1.7690 0.027
```

Charge ... 0

***

three) This record from the Open Molecules 2025 dataset describes the molecule C6H8N2. The level of theory is wB97M-V/def2-TZVPD.

Structure (XYZ):
```
16
Properties=species:S:1:pos:R:3:lowdin_charge:R:1
C 1.3615 1.1241 0.0157 -0.074
C -1.3952 1.0637 -0.0175 -0.114
C -1.4860 -1.2059 0.2502 -0.133
C 1.4548 -1.2049 0.3347 -0.110
C -0.0279 -0.8051 -0.0198 -0.302
C -0.0252 0.6473 0.3848 -0.349
H 3.1772 -0.0154 -0.3177 0.196
H 1.8923 2.1094 -0.2416 0.124
H -1.7896 2.0744 -0.1292 0.110
H -3.2677 0.1568 -0.0253 0.207
H -1.8612 -2.1753 -0.3176 0.112
H 2.0698 -1.9780 -0.2437 0.090
H -0.0382 -0.6223 -1.2002 0.166
H -0.0075 0.8631 1.5451 0.176
N 2.1295 -0.0229 -0.0076 -0.070
N -2.1868 -0.0089 -0.0105 -0.030
```

Charge ... 0

***

Q: What are the energies relative to the best structure? A: one) 148.7; two) 0.0; three) 68.0, in kcal/mol.

***

one) This record from the Open Molecules 2025 dataset describes the molecule C6H8N2. The level of theory is wB97M-V/def2-TZVPD.

Structure (XYZ):
```
16
Properties=species:S:1:pos:R:3:lowdin_charge:R:1
C -0.0785 1.3079 0.8055 -0.120
C -1.1978 0.7205 0.1988 -0.112
N -1.3959 -0.6664 0.0490 -0.038
C -0.6994 -1.8093 0.6111 -0.150
C -0.2101 -1.3749 -0.6755 -0.211
C 0.9464 -0.4297 -0.5822 -0.185
N 0.8077 0.6869 -1.3041 0.051
C 0.8670 1.8531 -0.2219 -0.204
H 0.5015 0.6646 1.4151 0.049
H -1.7949 1.1655 -0.6349 0.128
H -0.1397 -1.5163 1.5121 0.109
H -1.2246 -2.8117 0.7311 0.131
H -0.3788 -1.9767 -1.6214 0.158
H 1.4903 -0.5122 0.4792 0.139
H 2.0294 1.8950 -0.0039 0.136
H 0.4775 2.8038 -0.7578 0.120
```

Charge ... 0

***

two) This record from the Open Molecules 2025 dataset describes the molecule C6H8N2. The level of theory is wB97M-V/def2-TZVPD.

Structure (XYZ):
```
16
Properties=species:S:1:pos:R:3:lowdin_charge:R:1
C -1.4530 2.3867 -0.8242 0.011
C -1.0748 1.0983 -1.1895 -0.140
C -0.1485 0.1722 -0.4949 -0.333
C 0.1657 -1.0363 -1.3700 -0.115
C 0.6845 -2.1309 -0.9152 0.026
N 0.1390 0.4352 0.6889 0.036
N 1.0281 -0.4129 1.3092 -0.065
C 0.8541 -0.4060 2.6020 -0.010
H -1.1454 2.8634 0.1450 0.063
H -2.3458 2.8529 -1.4392 0.085
H -1.5714 0.5040 -2.0838 0.117
H -0.4027 -0.8513 -2.2991 0.084
H 1.0625 -2.1564 0.0698 0.029
H 0.6390 -3.0084 -1.5746 0.075
H -0.0473 0.0677 2.9555 0.054
H 1.4734 -0.9326 3.3911 0.084
```

Charge ... 0

***

three) This record from the Open Molecules 2025 dataset describes the molecule C6H8N2. The level of theory is wB97M-V/def2-TZVPD.

Structure (XYZ):
```
16
Properties=species:S:1:pos:R:3:lowdin_charge:R:1
C -3.4052 -0.6682 -0.3388 0.130
C -2.3070 -0.4154 0.0861 -0.113
C -0.9956 -0.1576 0.5555 -0.390
C -0.5728 1.2305 0.0756 -0.142
N 0.8585 1.0124 -0.0314 0.020
C 1.0835 -0.3716 0.0265 -0.424
C 2.5307 -0.8423 -0.1255 0.003
N 0.0541 -1.0763 0.1970 0.123
H -4.3973 -0.7272 -0.7301 0.026
H -0.9547 -0.2778 1.6625 0.161
H -0.8694 2.0180 0.8730 0.145
H -0.9730 1.5312 -0.8705 0.106
H 1.3701 1.4517 -0.8017 0.126
H 3.0257 0.0098 -0.7296 0.101
H 2.9963 -0.9900 0.8428 0.077
H 2.5560 -1.7272 -0.6914 0.052
```

Charge ... 0

***

four) This record from the Open Molecules 2025 dataset describes the molecule C6H8N2. The level of theory is wB97M-V/def2-TZVPD.

Structure (XYZ):
```
16
Properties=species:S:1:pos:R:3:lowdin_charge:R:1
C -1.6796 1.3340 -0.0615 0.038
C -1.3592 0.0932 -0.0510 -0.342
C -2.3422 -1.0208 0.1104 -0.070
C 0.0949 -0.0764 -0.1062 -0.375
N 0.7038 -1.1543 -0.1018 0.084
C 2.0548 -0.8957 0.0648 -0.101
C 2.0792 0.5515 0.0345 -0.200
N 0.9305 1.0455 0.1181 0.065
H -2.6879 1.7256 -0.1319 0.082
H -0.8199 1.9259 0.1322 0.031
H -2.3592 -1.6369 1.1897 0.146
H -1.9556 -1.8644 -0.6897 0.121
H -3.2710 -0.6303 -0.2684 0.048
H 2.8116 -1.8774 -0.1997 0.156
H 3.0021 1.0915 0.0190 0.102
H 0.7527 2.1129 -0.1111 0.215
```

Charge ... 0

***

Q: What are the energies relative to the best structure? A: one) 109.3; two) 38.8; three) 0.0; four) 23.7, in kcal/mol.

***

one) This record from the Open Molecules 2025 dataset describes the molecule C6H8N2. The level of theory is wB97M-V/def2-TZVPD.

Structure (XYZ):
```
16
Properties=species:S:1:pos:R:3:lowdin_charge:R:1
C -1.4388 -0.6652 -0.7689 -0.104
C -0.4638 -0.0533 -1.5060 -0.047
C 0.6508 0.5927 -0.7011 -0.279
C 2.0483 0.4243 -0.3873 -0.110
N 1.0970 -0.2450 0.4048 -0.004
C 0.4946 0.2667 1.5682 -0.220
N -0.7310 0.1842 1.6527 0.028
C -1.4838 -0.6815 0.7687 -0.234
H -2.3452 -1.1342 -1.1877 0.098
H -0.6442 0.0702 -2.6623 0.125
H 0.4629 1.6423 -0.5172 0.139
H 2.5063 1.3595 -0.1643 0.111
H 2.6027 -0.2573 -0.9503 0.096
H 1.0541 0.8246 2.3024 0.124
H -1.1959 -1.7861 1.0325 0.143
H -2.6139 -0.5417 1.1158 0.133
```

Charge ... 0

***

two) This record from the Open Molecules 2025 dataset describes the molecule C6H8N2. The level of theory is wB97M-V/def2-TZVPD.

Structure (XYZ):
```
16
Properties=species:S:1:pos:R:3:lowdin_charge:R:1
C -3.0398 -0.3657 -0.3093 0.091
C -1.9022 -0.0918 0.1491 -0.076
C -0.4790 0.1849 0.6123 -0.388
N 0.1285 1.4404 0.2231 0.035
C 1.3175 1.0521 -0.5529 -0.284
C 1.7770 -0.0836 0.0754 -0.159
N 1.3899 -1.6027 0.1047 0.109
C 0.2851 -0.8035 -0.0742 -0.284
H -4.1222 -0.1917 -0.5894 0.053
H -0.4196 0.2208 1.7918 0.182
H -0.5879 1.9339 -0.2226 0.089
H 1.2577 0.7935 -1.6094 0.137
H 1.9851 1.7086 -0.4099 0.050
H 1.9229 0.1433 1.2784 0.175
H 1.7475 -1.8991 -0.7602 0.081
H -0.1646 -0.9281 -1.1767 0.189
```

Charge ... 0

***

Q: What are the energies relative to the best structure? A: one) 0.0; two) 113.0, in kcal/mol.

***

one) This record from the Open Molecules 2025 dataset describes the molecule C6H8N2. The level of theory is wB97M-V/def2-TZVPD.

Structure (XYZ):
```
16
Properties=species:S:1:pos:R:3:lowdin_charge:R:1
C 0.2620 -0.0040 -0.2424 -0.434
C 1.4988 -0.4545 0.4942 -0.034
C -0.5126 -1.1348 -0.8925 -0.042
N 0.4346 1.1439 -1.0190 0.019
C -0.6643 1.9539 -1.1904 -0.174
C -1.1427 0.7960 0.7477 -0.258
C -1.4221 0.3542 1.8608 0.174
N -1.5716 1.8153 -0.3063 0.053
H 1.3524 1.5548 -1.1269 0.130
H 1.2624 -1.2672 1.1771 0.086
H 1.9503 0.3647 1.0532 0.088
H 2.2299 -0.8358 -0.2245 0.092
H 0.1679 -1.6675 -1.5650 0.090
H -1.3595 -0.7656 -1.4653 0.088
H -0.8671 -1.8296 -0.1336 0.086
H -1.6185 -0.0240 2.8329 0.036
```

Charge ... 0

***

two) This record from the Open Molecules 2025 dataset describes the molecule C6H8N2. The level of theory is wB97M-V/def2-TZVPD.

Structure (XYZ):
```
16
Properties=species:S:1:pos:R:3:lowdin_charge:R:1
H -3.6828 -1.4450 -0.2865 0.083
N -3.4128 -0.4257 -0.0301 0.094
C -2.1810 -0.1341 0.0683 -0.418
C -1.6962 1.2846 0.0196 0.010
C -0.3102 1.2950 -0.0479 -0.007
C 0.1828 -0.0582 -0.0361 -0.293
C 1.4110 -0.6208 0.0361 -0.099
C 2.7344 0.0395 -0.0058 -0.098
N -0.9537 -0.9496 -0.0266 0.086
H -2.3482 2.1215 0.2035 0.098
H 0.5022 2.0622 -0.0805 0.124
H 1.4557 -1.6838 0.0100 0.094
H 3.3177 -0.1142 0.9081 0.080
H 2.6727 1.0318 -0.2641 0.033
H 3.3559 -0.5159 -0.7581 0.094
H -1.0474 -1.8874 0.2900 0.120
```

Charge ... 0

***

Q: What are the energies relative to the best structure? A: one) 104.4; two) 0.0, in kcal/mol.

***

one) This record from the Open Molecules 2025 dataset describes a structure of composition C2H4NO2. The level of theory is wB97M-V/def2-TZVPD.

Structure (XYZ):
```
9
Properties=species:S:1:pos:R:3:lowdin_charge:R:1
C -0.2002 -0.9866 -0.4954 -0.432
C 0.3557 0.3262 -0.6856 -0.135
N -0.3941 1.0481 0.8979 -0.218
O 0.5484 1.1928 1.7524 -0.371
O 0.5881 -1.9347 -0.1915 -0.131
H -1.2797 -1.0176 -0.5836 0.083
H 1.3766 0.3717 -0.4098 0.055
H -0.1129 0.8779 -1.5635 0.081
H -0.8818 0.1221 1.2792 0.069
```

Charge ... -1

***

two) This record from the Open Molecules 2025 dataset describes a cluster of 2 separate species, C2H4NO2 in total. The level of theory is wB97M-V/def2-TZVPD.

Structure (XYZ):
```
9
Properties=species:S:1:pos:R:3:lowdin_charge:R:1
C 1.4021 0.1227 0.0360 -0.341
C 0.0786 -0.1195 0.6690 -0.177
N -2.2527 -0.0755 -0.3878 -0.155
O -2.3042 1.1592 -0.7912 -0.350
O 0.9766 -1.1620 0.2222 -0.190
H 1.4984 0.4615 -1.0859 0.106
H 2.2613 0.4814 0.5014 0.039
H 0.0044 -0.0825 1.8339 0.047
H -1.6645 -0.7852 -0.9976 0.021
```

Charge ... -1

***

three) This record from the Open Molecules 2025 dataset describes the ion C2H4NO2 with charge -1. The level of theory is wB97M-V/def2-TZVPD.

Structure (XYZ):
```
9
Properties=species:S:1:pos:R:3:lowdin_charge:R:1
C -1.5649 0.8979 0.3472 -0.161
N -0.1458 0.8765 -0.0217 -0.053
C 0.5236 -0.3586 -0.1092 -0.854
O 1.3873 -0.4587 -0.9974 -0.095
O 0.1492 -1.1733 0.7676 -0.098
H -2.0234 1.8809 0.2141 0.056
H -2.2045 0.2041 -0.2195 0.062
H -1.5739 0.4779 1.3615 0.062
H -0.0455 1.5972 -0.7157 0.082
```

Charge ... -1

***

Q: What are the energies relative to the best structure? A: one) 109.7; two) 171.8; three) 0.0, in kcal/mol.

***

one) This record from the Open Molecules 2025 dataset describes the ion C3H3N2O2S with charge -1. The level of theory is wB97M-V/def2-TZVPD.

Structure (XYZ):
```
11
Properties=species:S:1:pos:R:3:lowdin_charge:R:1
N 0.1621 -1.3181 0.6080 -0.097
C -0.8063 -0.3057 0.7786 -0.469
S -2.2093 -0.3620 -0.5690 0.824
C -2.0406 1.2825 -1.0696 -0.922
O -2.8732 1.9803 -1.5769 -0.041
N -0.8223 1.7253 -0.6723 0.056
C -0.0097 1.0473 0.1575 -0.547
O 1.0902 1.4815 0.4357 -0.012
H 0.6305 -1.3484 -0.1991 -0.006
H -0.1117 -2.2587 0.8392 0.043
H -0.3624 2.6420 -0.8401 0.171
```

Charge ... -1

***

two) This record from the Open Molecules 2025 dataset describes a structure of composition C3H3N2O2S. The level of theory is wB97M-V/def2-TZVPD.

Structure (XYZ):
```
11
Properties=species:S:1:pos:R:3:lowdin_charge:R:1
C -0.1842 0.7181 0.7314 -0.418
C 0.7515 0.2631 -0.8772 -0.508
C -1.6464 -1.0199 -0.2414 -0.791
N -1.3404 -0.0233 0.6766 0.037
N 2.1705 0.1281 -0.6193 -0.106
O -0.1619 1.7374 1.4544 -0.072
O -2.7325 -1.5598 -0.3366 -0.046
S -0.1228 -1.3538 -1.1854 0.783
H -1.9614 0.4813 1.2414 0.115
H 2.4496 -0.1612 0.2100 -0.025
H 2.7778 0.7901 -1.0538 0.032
```

Charge ... -1

***

Q: What are the energies relative to the best structure? A: one) 0.0; two) 24.0, in kcal/mol.